# 1
{
  "formula": "C18H42N5O5S",
  "method": "the ωB97M-V functional and the def2-TZVPD basis",
  "total_energy_ha": -1758.9581,
  "charge": 1,
  "homo_ev": -11.01,
  "molar_mass_g_mol": 440.631,
  "lumo_ev": -2.7,
  "symbols": ["C", "C", "O", "C", "C", "C", "C", "S", "N", "H", "H", "H", "H", "H", "H", "H", "H", "H", "H", "H", "H", "H", "H", "C", "O", "N", "C", "C", "H", "H", "H", "H", "H", "H", "H", "C", "O", "N", "C", "C", "H", "H", "H", "H", "H", "H", "H", "C", "O", "N", "C", "C", "H", "H", "H", "H", "H", "H", "H", "C", "O", "N", "C", "C", "H", "H", "H", "H", "H", "H", "H"],
  "positions_angstrom": [[-0.676, -2.467, 2.106], [-1.537, -1.644, 3.070], [-0.883, -0.464, 3.554], [-1.199, 0.681, 2.872], [-0.295, 1.088, 1.726], [-0.078, 2.624, 1.797], [-1.125, 3.040, 2.863], [-2.764, 3.179, 2.034], [-1.050, 1.879, 3.768], [0.279, -1.984, 1.935], [-1.170, -2.578, 1.154], [-0.483, -3.440, 2.522], [-1.754, -2.250, 3.938], [-2.498, -1.433, 2.605], [-2.262, 0.675, 2.645], [0.680, 0.638, 1.886], [-0.646, 0.696, 0.785], [0.892, 2.942, 2.169], [-0.232, 3.114, 0.853], [-0.967, 3.989, 3.342], [-2.403, 3.560, 0.804], [-1.591, 1.910, 4.636], [-0.076, 1.878, 4.103], [1.697, 1.814, -1.704], [0.783, 1.651, -0.904], [2.957, 1.413, -1.508], [3.995, 1.637, -2.502], [3.290, 0.733, -0.270], [1.546, 2.311, -2.673], [4.408, 0.681, -2.826], [4.794, 2.245, -2.073], [3.587, 2.149, -3.370], [2.694, -0.175, -0.168], [3.077, 1.381, 0.583], [4.345, 0.475, -0.269], [-6.350, 3.679, 1.543], [-6.624, 4.701, 0.947], [-7.234, 2.714, 1.863], [-6.841, 1.516, 2.575], [-8.625, 2.890, 1.476], [-5.318, 3.459, 1.878], [-7.058, 0.631, 1.973], [-7.384, 1.442, 3.519], [-5.773, 1.544, 2.785], [-8.703, 2.989, 0.394], [-9.028, 3.795, 1.930], [-9.205, 2.031, 1.804], [4.820, 2.255, -6.723], [3.945, 2.091, -5.891], [6.096, 1.855, -6.585], [7.091, 2.080, -7.618], [6.485, 1.177, -5.362], [4.628, 2.757, -7.685], [7.496, 1.127, -7.963], [7.907, 2.690, -7.228], [6.640, 2.595, -8.462], [5.895, 0.268, -5.234], [6.306, 1.825, -4.502], [7.540, 0.921, -5.407], [0.725, -5.901, 1.166], [0.373, -4.865, 0.629], [-0.067, -6.968, 1.361], [0.411, -8.177, 2.006], [-1.446, -6.903, 0.906], [1.752, -6.050, 1.541], [0.317, -9.027, 1.327], [-0.171, -8.379, 2.907], [1.457, -8.064, 2.282], [-1.478, -6.728, -0.169], [-1.966, -6.082, 1.400], [-1.949, -7.839, 1.135]],
  "lowdin_charge": [-0.05, -0.20, -0.07, -0.36, -0.10, -0.16, -0.54, 0.86, 0.11, 0.08, 0.08, 0.06, 0.12, 0.12, 0.12, 0.12, 0.12, 0.12, 0.09, 0.11, -0.08, 0.20, 0.20, -0.32, -0.02, -0.18, -0.05, -0.04, 0.14, 0.09, 0.09, 0.07, 0.09, 0.08, 0.09, -0.37, 0.02, -0.20, -0.06, -0.03, 0.05, 0.09, 0.09, 0.07, 0.10, 0.10, 0.09, -0.35, 0.00, -0.20, -0.05, -0.04, 0.14, 0.09, 0.09, 0.08, 0.09, 0.08, 0.09, -0.35, -0.01, -0.20, -0.05, -0.04, 0.14, 0.09, 0.09, 0.08, 0.09, 0.09, 0.09]
}

***

# 2
{
  "formula": "C4H6O2",
  "method": "the ωB97M-V functional and the def2-TZVPD basis",
  "total_energy_ha": -306.3554,
  "charge": 0,
  "homo_ev": -9.36,
  "molar_mass_g_mol": 86.090,
  "lumo_ev": 0.8,
  "symbols": ["O", "C", "O", "C", "C", "C", "H", "H", "H", "H", "H", "H"],
  "positions_angstrom": [[-1.332, 1.729, 0.978], [-0.532, 1.404, 0.155], [1.132, 1.134, 0.624], [0.637, -0.066, 0.723], [0.759, -1.138, -0.260], [-0.585, -0.427, -0.517], [-0.217, 1.874, -0.773], [0.107, -0.334, 1.647], [1.502, -0.982, -1.038], [0.700, -2.160, 0.108], [-0.706, -0.134, -1.555], [-1.465, -0.901, -0.092]],
  "nbo_charge": [-0.59, 0.53, -0.61, 0.30, -0.46, -0.49, 0.18, 0.18, 0.24, 0.23, 0.24, 0.23]
}

***

# 3
{
  "formula": "C42H35Cl5F6N6PSbTi",
  "method": "the ωB97M-V functional and the def2-TZVPD basis",
  "total_energy_ha": -6280.8433,
  "charge": 2,
  "homo_ev": -11.72,
  "molar_mass_g_mol": 1115.638,
  "lumo_ev": -7.9,
  "symbols": ["Ti", "C", "C", "C", "C", "C", "C", "C", "N", "N", "C", "C", "C", "C", "C", "C", "N", "C", "C", "C", "C", "C", "C", "N", "H", "H", "H", "H", "H", "H", "H", "H", "H", "H", "H", "H", "H", "H", "H", "H", "H", "H", "H", "H", "N", "P", "C", "C", "C", "C", "C", "C", "C", "C", "C", "C", "C", "C", "C", "C", "C", "C", "C", "N", "H", "H", "H", "H", "H", "H", "H", "H", "H", "H", "H", "H", "H", "H", "H", "F", "Sb", "F", "F", "F", "F", "F", "Cl", "C", "C", "C", "Cl", "C", "Cl", "C", "Cl", "C", "Cl"],
  "positions_angstrom": [[2.904, -1.189, 0.279], [3.385, 0.325, -2.531], [3.991, 1.479, -1.698], [3.027, 2.053, -0.711], [2.757, 3.443, -0.629], [2.187, 3.980, 0.488], [1.783, 3.121, 1.502], [1.851, 1.772, 1.296], [2.482, 1.228, 0.196], [3.442, -1.079, -1.938], [4.820, -1.567, -1.901], [4.863, -2.874, -1.095], [5.858, -3.850, -1.100], [5.727, -5.033, -0.413], [4.537, -5.183, 0.374], [3.550, -4.201, 0.341], [3.752, -3.044, -0.295], [2.567, -1.907, -2.827], [1.207, -1.971, -2.273], [0.057, -2.345, -2.963], [-1.017, -2.912, -2.282], [-1.025, -2.813, -0.899], [0.017, -2.154, -0.284], [1.149, -1.727, -0.929], [3.849, 0.282, -3.553], [2.288, 0.502, -2.723], [4.479, 2.281, -2.276], [4.858, 1.042, -1.129], [3.231, 4.110, -1.346], [1.985, 5.051, 0.509], [1.502, 3.533, 2.522], [1.627, 1.002, 2.130], [5.429, -0.873, -1.400], [5.264, -1.645, -2.902], [6.786, -3.638, -1.684], [6.514, -5.762, -0.550], [4.379, -6.158, 0.931], [2.718, -4.306, 1.006], [2.999, -2.865, -2.965], [2.645, -1.435, -3.827], [0.063, -2.333, -4.053], [-1.826, -3.398, -2.804], [-1.838, -3.131, -0.218], [0.038, -1.923, 0.743], [2.153, -1.769, 1.965], [-4.331, 1.439, -0.150], [-5.097, 2.676, 0.943], [-6.227, 3.367, 0.498], [-7.113, 3.907, 1.431], [-6.667, 4.095, 2.733], [-5.332, 3.665, 3.080], [-4.575, 2.863, 2.222], [-5.838, 0.485, -0.546], [-6.957, 1.001, -1.180], [-8.119, 0.269, -1.139], [-8.204, -1.038, -0.741], [-7.014, -1.646, -0.307], [-5.827, -0.898, -0.256], [2.758, -2.227, 3.120], [2.142, -1.951, 4.353], [2.691, -2.525, 5.510], [3.861, -3.298, 5.442], [4.383, -3.500, 4.135], [3.978, -2.796, 3.085], [1.269, -1.376, 2.238], [-6.416, 3.525, -0.566], [-8.062, 4.147, 1.034], [-7.271, 4.597, 3.458], [-4.907, 3.805, 4.028], [-3.547, 2.646, 2.334], [-6.900, 1.977, -1.719], [-9.082, 0.766, -1.416], [-9.176, -1.584, -0.865], [-6.994, -2.747, -0.200], [-4.916, -1.370, 0.033], [1.191, -1.426, 4.394], [2.103, -2.314, 6.428], [4.428, -3.689, 6.316], [5.293, -4.119, 3.973], [4.582, -0.475, 0.895], [5.681, 0.766, 2.121], [7.050, 0.269, 0.823], [6.166, -0.774, 3.190], [6.668, 1.973, 3.192], [4.109, 0.927, 3.142], [5.249, 2.235, 0.949], [-4.108, 0.088, -3.166], [-4.464, 1.763, -2.936], [-4.122, 2.382, -1.713], [-3.744, 3.736, -1.694], [-2.711, 4.386, -0.499], [-4.133, 4.495, -2.826], [-3.846, 6.160, -2.864], [-4.823, 3.928, -3.946], [-5.618, 4.967, -5.074], [-4.844, 2.555, -4.042], [-5.630, 1.772, -5.338]],
  "lowdin_charge": [1.27, -0.12, -0.10, -0.28, 0.01, -0.02, -0.04, -0.12, 0.03, -0.23, -0.11, -0.18, 0.01, 0.02, 0.01, -0.10, -0.01, -0.09, -0.22, 0.03, 0.01, -0.01, -0.08, 0.02, 0.15, 0.15, 0.15, 0.11, 0.13, 0.14, 0.15, 0.13, 0.10, 0.16, 0.15, 0.13, 0.15, 0.11, 0.14, 0.15, 0.14, 0.13, 0.14, 0.08, -0.02, 1.05, -0.43, -0.10, -0.06, -0.04, -0.05, -0.12, -0.42, -0.11, -0.10, -0.08, -0.08, -0.12, -0.41, 0.00, -0.03, -0.01, -0.11, 0.10, 0.07, 0.10, 0.10, 0.10, 0.08, 0.08, 0.12, 0.13, 0.13, 0.11, 0.07, 0.12, 0.13, 0.13, 0.13, -0.39, 1.53, -0.35, -0.34, -0.32, -0.32, -0.31, 0.70, -0.69, -0.42, -0.70, 0.73, -0.71, 0.73, -0.70, 0.71, -0.72, 0.73]
}